# 1
DFT (the ωB97M-V functional and the def2-TZVPD basis) results for 2 unconnected molecules or ions with the total composition C2H5OS.

```
9
Properties=species:S:1:pos:R:3
S -1.4774 -1.3167 1.9543
H -2.4172 -0.3990 1.8873
O -0.1719 0.8093 -2.0754
C -0.1719 0.3078 -0.9771
C 1.1050 0.1420 -0.1583
H -1.1143 -0.0433 -0.5332
H 1.8640 0.1493 -0.9528
H 1.0310 -0.7175 0.4908
H 1.3527 1.0681 0.3644
```

The value obtained for the energy above the lowest of the compared OMol25 structures with the same formula, charge and spin is 4.0 kcal per mole. Its charge is -1. For the frontier orbital gap, the calculation gives 6.85 eV.

=====

# 2
DFT (the ωB97M-V functional and the def2-TZVPD basis) results for a molecular structure, C24H30MnN8O4.

```
67
Properties=species:S:1:pos:R:3
Mn -1.3099 0.1699 -0.5423
N 0.3468 0.6840 -1.9734
C 1.3527 1.7606 -1.8972
C 0.8003 2.9340 -1.1136
C -0.2926 3.7243 -1.8443
C -1.5461 3.8451 -0.9907
N -2.1667 2.5215 -0.8912
H 0.7617 -0.1687 -2.3357
H -0.3663 0.9326 -2.6553
H 1.6762 2.0772 -2.8953
H 2.2407 1.3751 -1.3920
H 1.6169 3.5979 -0.8213
H 0.3766 2.5174 -0.1965
H -0.5779 3.2163 -2.7735
H 0.0715 4.7086 -2.1436
H -2.2249 4.5940 -1.4126
H -1.2787 4.1829 0.0143
H -2.6512 2.3153 -1.7587
H -2.8694 2.4995 -0.1620
C -3.6569 -1.4216 -3.9292
C -2.6751 -1.1266 -2.8372
N -2.3131 0.0790 -2.5085
O -3.0086 1.1210 -3.1859
C -2.1126 -2.1900 -2.0683
C -2.3925 -3.6429 -2.2685
N -1.4303 -1.8068 -0.9955
O -1.0145 -2.7181 -0.2260
H -3.8386 -0.5557 -4.5585
H -4.6007 -1.7684 -3.5033
H -3.2730 -2.2223 -4.5590
H -3.9529 0.9363 -3.0918
H -2.9448 -3.8388 -3.1849
H -2.9630 -4.0309 -1.4205
H -1.4613 -4.2123 -2.2877
O -4.8096 0.2288 1.6224
C -3.6522 0.3098 1.2373
O -3.1840 -0.0694 0.1099
C -2.6281 0.9520 2.1709
C -2.9374 1.1744 3.5067
C -1.9793 1.7450 4.3232
C -0.7501 2.0847 3.7737
C -0.5324 1.8270 2.4325
N -1.4479 1.2729 1.6381
H -3.9196 0.8906 3.8579
H -2.1809 1.9232 5.3720
H 0.0296 2.5350 4.3733
H 0.4212 2.0619 1.9713
N 8.8673 -2.9831 1.8615
C 7.7478 -2.7322 1.7950
C 6.3549 -2.4184 1.7098
C 5.7927 -2.0569 0.4875
C 4.4470 -1.7582 0.4041
C 3.6489 -1.8034 1.5446
C 4.2103 -2.1647 2.7665
C 5.5539 -2.4748 2.8482
N 2.2802 -1.4863 1.4667
C 1.2852 -1.8461 2.3598
C 0.1412 -1.3060 1.8819
N 0.3962 -0.5950 0.7290
C 1.6731 -0.7325 0.5076
H 6.4104 -2.0248 -0.3992
H 4.0173 -1.5169 -0.5579
H 3.6036 -2.1839 3.6601
H 5.9888 -2.7525 3.7981
H 1.4679 -2.4911 3.1992
H -0.8595 -1.4047 2.2649
H 2.2214 -0.2938 -0.3070
```

The value obtained for the energy above the lowest of the compared OMol25 structures with the same formula, charge and spin is 36.3 kcal per mole. Its charge is 0. As for the spin multiplicity: 2. For the frontier orbital gap (alpha / beta), the calculation gives 7.13 / 7.07 eV.